{"formula": "C2H8N2O2", "method": "ωB97M-V with the def2-TZVPD basis set", "total_charge": 1, "de_lowest_kj_mol": 0.00, "fmax_ha_per_bohr": 0.0349, "e_lumo_ha": [-0.1226, -0.3167], "multiplicity": 2, "homo_energy_ev": [-15.9365, -15.6992], "orbital_gap_ev": [12.6, 7.1], "species": ["C", "N", "C", "N", "O", "H", "H", "H", "H", "H", "H", "H", "H", "O"], "positions_angstrom": [[-0.071575, 1.170888, 1.788338], [-0.013160, 0.503380, 0.547242], [-1.082028, 0.660252, -0.448303], [-0.743493, 0.064610, -1.625845], [-2.103719, 1.156578, -0.091672], [-0.753708, 2.018299, 1.738232], [0.908571, 1.440304, 2.168211], [-0.598119, 0.519570, 2.502839], [0.939156, 0.258839, 0.266003], [-0.243076, -0.809074, -1.511164], [-1.605036, -0.096424, -2.146423], [1.302437, -2.776814, -1.489174], [2.510336, -2.068546, -0.787155], [1.553420, -2.041863, -0.911134]], "forces_ev_per_angstrom": [[-0.5, 0.0, 0.3], [1.1, 1.4, 0.1], [-0.3, -1.5, 0.1], [-1.1, -0.2, 0.4], [0.2, 0.6, -0.1], [-0.1, 0.2, -0.2], [0.1, -0.2, 0.0], [0.1, -0.2, 0.2], [-0.3, -0.6, -0.4], [0.7, 0.1, -0.1], [0.3, 0.3, -0.4], [0.4, 0.1, 0.2], [-0.2, -0.2, -0.2], [-0.4, 0.3, 0.0]], "mulliken_charge": [-0.75, 0.09, 0.49, -0.38, -0.42, 0.36, 0.35, 0.34, 0.33, 0.26, 0.34, 0.31, 0.32, -0.64]}



{"formula": "C2H8N2O2S", "method": "ωB97M-V with the def2-TZVPD basis set", "total_charge": 0, "de_lowest_kj_mol": 275.36, "fmax_ha_per_bohr": 0.0951, "e_lumo_ha": 0.0174, "homo_energy_ev": -8.5308, "orbital_gap_ev": 9.0, "species": ["C", "C", "N", "N", "O", "O", "S", "H", "H", "H", "H", "H", "H", "H", "H"], "positions_angstrom": [[-0.125514, 2.351225, -0.241682], [0.161345, -0.885946, 0.414343], [-0.555784, -1.711136, 1.231529], [1.499890, -0.929658, 0.500104], [-0.324958, 1.196854, 2.128520], [-2.042999, 0.535308, 0.499651], [-0.672287, 0.843555, 0.767723], [-1.078316, 2.817055, -0.554168], [0.532379, 3.038021, 0.199650], [0.436303, 1.882349, -1.134980], [-0.170041, -0.677651, -1.303525], [-0.886190, -2.632459, 0.959742], [-1.471633, -1.203587, 1.444821], [1.871653, -1.812675, 0.850726], [1.983872, -0.605702, -0.294842]], "forces_ev_per_angstrom": [[-0.7, -3.2, -2.6], [-1.6, 2.5, -3.9], [-3.0, 0.5, 0.9], [1.5, -1.1, 1.0], [0.1, -0.1, -0.1], [-1.0, 0.2, -0.7], [1.6, 1.0, 1.4], [0.6, -0.4, 0.0], [0.7, 0.5, 1.4], [-1.1, 0.9, 1.0], [0.3, -0.7, 2.9], [0.9, 0.1, -0.5], [1.4, -1.0, -0.1], [-0.1, 0.5, 0.0], [0.5, 0.3, -0.8]], "mulliken_charge": [-0.85, -0.02, -0.56, -0.35, -0.62, -0.63, 0.98, 0.31, 0.35, 0.25, 0.11, 0.26, 0.27, 0.19, 0.29]}



{"formula": "C2H8N2O2S", "method": "ωB97M-V with the def2-TZVPD basis set", "total_charge": 0, "de_lowest_kj_mol": 177.26, "fmax_ha_per_bohr": 0.0815, "e_lumo_ha": [0.0322, -0.0616], "multiplicity": 3, "homo_energy_ev": [-5.3946, -9.4527], "orbital_gap_ev": [6.3, 7.8], "species": ["C", "C", "N", "N", "O", "O", "S", "H", "H", "H", "H", "H", "H", "H", "H"], "positions_angstrom": [[-0.271264, -1.245934, -1.544765], [-0.724956, 0.441414, 1.142719], [0.322448, -0.147258, -0.871605], [-0.080658, 1.215022, 2.041426], [2.090670, 1.226426, 0.038439], [2.655029, -0.953269, -1.106841], [1.743039, -0.425721, -0.113478], [0.427321, -1.421767, -2.310758], [-0.479471, -2.065765, -0.809491], [-1.181742, -0.908217, -1.943906], [-1.448559, 0.996800, 0.354207], [-0.719344, -0.700045, 1.201169], [0.606134, 0.735265, 2.643757], [2.694541, 1.183445, -0.758960], [-0.034762, 2.169723, 1.960475]], "forces_ev_per_angstrom": [[0.0, -0.1, 2.2], [-3.8, -0.3, -1.8], [0.1, 0.6, -1.5], [1.1, -2.9, 2.2], [1.3, -2.0, -1.5], [0.9, -0.2, -0.7], [-0.6, 1.2, 1.5], [0.8, -1.4, -1.3], [0.4, 0.1, -1.0], [-1.3, 0.3, -0.6], [1.9, -1.6, 2.2], [0.0, 2.1, 0.2], [-0.6, 0.9, -0.6], [-0.4, 1.1, 0.9], [0.2, 2.2, -0.3]], "mulliken_charge": [-0.75, -0.67, -0.17, -0.33, -0.42, -0.59, 0.63, 0.36, 0.31, 0.27, 0.21, 0.41, 0.23, 0.32, 0.18]}



{"formula": "C2H8N2O4", "method": "ωB97M-V with the def2-TZVPD basis set", "total_charge": 0, "de_lowest_kj_mol": 8.14, "smiles": "NC(=O)NC=O.O.O", "fmax_ha_per_bohr": 0.0133, "e_lumo_ha": 0.0231, "homo_energy_ev": -10.8575, "orbital_gap_ev": 11.5, "species": ["N", "C", "O", "N", "C", "O", "H", "H", "H", "H", "O", "H", "H", "O", "H", "H"], "positions_angstrom": [[1.406542, 0.228473, -0.920103], [0.252304, 0.076683, -0.253306], [0.170069, -0.358551, 0.887263], [-0.928932, 0.481522, -0.880815], [-1.080403, 1.068593, -2.117788], [-0.182047, 1.268139, -2.898090], [1.406767, 0.617702, -1.848504], [2.240058, -0.015502, -0.406747], [-1.722315, 0.437880, -0.248601], [-2.127212, 1.347330, -2.298345], [2.716442, -1.321106, 1.505648], [1.763424, -1.130505, 1.501102], [2.829128, -2.190796, 1.902121], [-2.496981, -0.324983, 1.741218], [-2.690882, 0.334904, 2.411972], [-1.555962, -0.519782, 1.922975]], "forces_ev_per_angstrom": [[-0.4, -0.1, 0.3], [0.3, 0.4, -0.3], [0.2, -0.3, 0.4], [-0.2, 0.2, -0.2], [0.1, -0.2, 0.6], [0.0, 0.0, -0.2], [0.0, 0.0, -0.1], [0.1, -0.1, -0.2], [-0.1, -0.2, -0.1], [0.0, 0.0, -0.2], [0.1, 0.0, 0.0], [0.0, 0.0, 0.0], [-0.1, 0.1, -0.1], [0.5, 0.1, 0.2], [-0.3, 0.1, 0.0], [-0.3, 0.0, -0.5]], "mulliken_charge": [-0.32, 0.60, -0.80, -0.06, 0.11, -0.58, 0.22, 0.21, 0.22, 0.34, -0.65, 0.39, 0.30, -0.66, 0.32, 0.35]}



{"formula": "C2H8N3", "method": "ωB97M-V with the def2-TZVPD basis set", "total_charge": 2, "de_lowest_kj_mol": 227.73, "fmax_ha_per_bohr": 0.0483, "e_lumo_ha": [-0.4275, -0.4725], "multiplicity": 2, "homo_energy_ev": [-19.8748, -19.8554], "orbital_gap_ev": [8.2, 7.0], "species": ["C", "N", "H", "H", "H", "H", "N", "C", "N", "H", "H", "H", "H"], "positions_angstrom": [[-2.258787, -0.151481, -1.077846], [-1.655967, 0.929040, -0.805201], [-2.435024, -0.436758, -2.134849], [-2.644070, -0.898308, -0.355474], [-2.212227, 1.806818, -0.766824], [0.070639, 0.180486, 2.007350], [2.254751, -0.411648, -0.024849], [1.345231, -0.612001, 0.887549], [0.258457, 0.205479, 1.002528], [1.894821, 0.189281, -0.761607], [3.263246, -0.392405, 0.074900], [1.689573, -1.281392, 1.681272], [-0.611179, 0.253963, 0.444376]], "forces_ev_per_angstrom": [[-0.3, -0.2, -0.7], [-2.3, -0.5, -0.5], [0.1, 0.1, -0.1], [0.4, 0.2, 0.2], [0.8, 0.6, 0.0], [-0.8, 0.2, -0.2], [-1.9, 0.9, -1.0], [2.3, 0.9, -0.1], [-0.4, -1.5, 1.4], [0.7, 0.2, -0.2], [0.1, -1.2, 0.2], [-0.5, 0.4, 0.4], [1.9, -0.1, 0.6]], "mulliken_charge": [0.00, -0.17, 0.33, 0.36, 0.39, 0.30, -0.22, 0.11, -0.36, 0.25, 0.31, 0.41, 0.30]}



{"formula": "C2H8N3O", "method": "ωB97M-V with the def2-TZVPD basis set", "total_charge": 1, "de_lowest_kj_mol": 124.36, "smiles": "NC(N)=[NH+]CO", "fmax_ha_per_bohr": 0.0643, "e_lumo_ha": -0.1184, "homo_energy_ev": -14.7691, "orbital_gap_ev": 11.5, "species": ["N", "C", "N", "N", "C", "O", "H", "H", "H", "H", "H", "H", "H", "H"], "positions_angstrom": [[-1.709482, -0.996639, -0.909009], [-0.883794, -0.202279, -0.198536], [-1.234599, 0.510017, 0.875787], [0.393132, -0.166882, -0.659789], [1.639723, 0.438221, -0.155450], [1.530704, 0.785185, 1.198656], [-2.569691, -1.305434, -0.448161], [-1.164902, -1.685353, -1.412185], [-2.231056, 0.513935, 1.096211], [-0.614091, 1.161768, 1.318404], [0.324572, -0.893825, -1.306732], [2.351632, -0.411585, -0.250212], [1.791454, 1.288920, -0.813396], [2.376397, 0.963950, 1.664413]], "forces_ev_per_angstrom": [[-0.3, 0.1, 1.0], [2.0, 1.7, 1.3], [-1.7, -0.9, -1.1], [-2.8, 0.3, 1.7], [0.4, -1.3, 0.0], [-0.4, 0.2, 0.3], [0.5, 0.0, -0.5], [-1.0, -0.4, -0.2], [0.6, 0.3, 0.2], [0.3, 0.0, 0.1], [2.2, -0.9, -1.6], [0.1, 1.0, -0.4], [0.7, 0.1, 0.2], [-0.6, -0.3, -0.9]], "mulliken_charge": [-0.40, 0.67, -0.31, -0.15, -0.25, -0.55, 0.26, 0.23, 0.22, 0.22, 0.07, 0.31, 0.33, 0.34]}



{"formula": "C2H8N3O", "method": "ωB97M-V with the def2-TZVPD basis set", "total_charge": 1, "de_lowest_kj_mol": 262.86, "fmax_ha_per_bohr": 0.1069, "e_lumo_ha": [-0.1208, -0.2741], "multiplicity": 3, "homo_energy_ev": [-13.3112, -14.9486], "orbital_gap_ev": [10.0, 7.5], "species": ["C", "C", "N", "N", "N", "O", "H", "H", "H", "H", "H", "H", "H", "H"], "positions_angstrom": [[0.106184, 0.631238, -0.264364], [1.618505, 0.695617, 0.015627], [-0.439339, -0.618023, -0.873632], [-0.571568, 0.633985, 1.029239], [-1.321800, -1.405192, -0.152113], [-1.713377, 0.136696, 1.043205], [-0.121341, 1.427015, -0.840757], [2.005555, 0.072674, 0.775345], [1.831975, 1.596349, 0.488934], [2.151143, 0.509232, -0.941424], [-0.735066, -0.393439, -1.908051], [0.102389, 0.525238, 1.795598], [-2.116876, -1.743494, -0.554016], [-0.796384, -2.067897, 0.386409]], "forces_ev_per_angstrom": [[1.8, -3.9, 2.8], [-0.8, -1.2, -2.1], [-1.1, 0.2, -3.7], [1.1, 0.5, -0.4], [5.1, 0.9, -1.8], [-1.8, 1.6, 3.3], [-1.2, 2.6, -2.0], [0.0, -1.8, 0.6], [0.4, 2.4, -0.1], [0.0, 0.5, 0.8], [0.2, -1.0, 2.8], [-0.8, 0.4, 0.6], [-2.7, -0.9, -1.9], [-0.1, -0.2, 1.0]], "mulliken_charge": [0.28, -1.51, -0.13, 0.09, -0.17, -0.34, 0.35, 0.44, 0.47, 0.32, 0.35, 0.30, 0.26, 0.29]}



{"formula": "C2H8N3O2PS2", "method": "ωB97M-V with the def2-TZVPD basis set", "total_charge": 0, "de_lowest_kj_mol": 328.98, "smiles": "NS[PH](=O)SN.CC#[N+][O-]", "fmax_ha_per_bohr": 0.0733, "e_lumo_ha": 0.0049, "homo_energy_ev": -9.2377, "orbital_gap_ev": 9.4, "species": ["N", "S", "P", "O", "S", "N", "H", "H", "H", "H", "H", "C", "C", "N", "O", "H", "H", "H"], "positions_angstrom": [[1.584534, 1.374646, -3.585144], [0.570344, 0.036818, -3.366038], [0.646018, 0.208321, -1.321141], [-0.193283, -0.833198, -0.665632], [2.464417, 0.371189, -0.262344], [1.732104, 0.080782, 1.296339], [1.326831, 2.239574, -3.919223], [2.264688, 1.012230, -4.219850], [0.094917, 1.523809, -1.291429], [0.922576, 0.702196, 1.587061], [1.301923, -0.838283, 1.388247], [-1.935447, -1.764796, 2.478243], [-1.587430, -0.352511, 2.111585], [-1.550875, 0.652871, 1.504382], [-1.424373, 1.636545, 0.834852], [-3.019774, -1.936009, 2.553527], [-1.741928, -2.080469, 1.427303], [-1.455242, -2.033715, 3.449262]], "forces_ev_per_angstrom": [[1.9, -2.2, 0.4], [-0.4, -0.2, -0.2], [-1.6, 0.1, 1.0], [0.2, 0.1, -0.2], [-0.7, -0.1, 0.8], [-1.0, 0.7, 0.4], [-1.8, 2.0, -0.7], [1.0, 0.2, -0.1], [0.4, -0.3, 0.3], [1.6, -0.3, -1.0], [0.5, -0.1, -0.6], [-0.4, 1.6, -1.0], [-0.8, 2.3, -0.3], [-0.2, -3.4, 1.6], [0.2, 1.2, -0.4], [0.2, 0.6, 0.3], [0.8, -1.7, 1.2], [0.1, -0.5, -1.5]], "mulliken_charge": [-0.50, -0.07, 0.67, -0.60, -0.06, -0.58, 0.22, 0.26, 0.05, 0.31, 0.32, -0.92, 0.31, 0.38, -0.61, 0.31, 0.23, 0.29]}



{"formula": "C2H8N3P", "method": "ωB97M-V with the def2-TZVPD basis set", "total_charge": 0, "de_lowest_kj_mol": 384.08, "smiles": "C/N=N/N(C)P", "fmax_ha_per_bohr": 0.0845, "e_lumo_ha": -0.0064, "homo_energy_ev": -8.3462, "orbital_gap_ev": 8.2, "species": ["C", "N", "N", "N", "C", "P", "H", "H", "H", "H", "H", "H", "H", "H"], "positions_angstrom": [[-2.342224, 1.074434, -0.191898], [-1.335867, 0.037249, 0.009664], [-0.189144, 0.534763, 0.160169], [0.841795, -0.133013, 0.435986], [0.817724, -1.589615, 0.455496], [2.684339, 0.765394, -0.012959], [-2.399089, 1.459279, -1.270587], [-2.244279, 1.959830, 0.514537], [-3.208727, 0.291990, 0.030360], [-0.041621, -1.882370, 0.999111], [0.651775, -2.020057, -0.510793], [1.643911, -2.076415, 0.987019], [2.129236, 1.079272, -1.278479], [2.900439, -0.520299, -0.465344]], "forces_ev_per_angstrom": [[-1.7, -1.4, -0.1], [2.1, -0.3, 0.2], [-1.9, 3.0, -0.7], [4.3, -0.9, 0.3], [0.1, 0.0, 0.4], [-3.8, -1.2, 0.6], [0.1, -0.7, 1.4], [-0.3, -1.2, -0.7], [0.6, 2.8, -0.5], [-1.1, -0.2, 0.7], [0.3, -0.2, -0.9], [0.2, 0.6, -0.4], [0.3, 0.3, 0.0], [0.9, -0.6, -0.3]], "mulliken_charge": [-0.54, -0.43, -0.13, 0.00, -0.84, 0.09, 0.19, 0.24, 0.25, 0.37, 0.35, 0.31, 0.09, 0.06]}



{"formula": "C2H8N4", "method": "ωB97M-V with the def2-TZVPD basis set", "total_charge": 0, "de_lowest_kj_mol": 135.22, "fmax_ha_per_bohr": 0.0661, "e_lumo_ha": 0.0331, "homo_energy_ev": -8.5060, "orbital_gap_ev": 9.4, "species": ["C", "C", "N", "N", "N", "N", "H", "H", "H", "H", "H", "H", "H", "H"], "positions_angstrom": [[1.242006, 0.696765, -0.294746], [-0.961185, 0.053462, 0.000951], [-2.291046, 0.392275, 0.055043], [-0.597116, -1.254218, 0.030749], [1.819478, 0.459558, 0.976785], [-0.106427, 1.000051, -0.285057], [0.436590, -1.326392, -0.535557], [-1.333062, -1.929439, -0.119584], [-2.489752, 1.332958, -0.246600], [-2.977006, -0.302582, -0.189944], [1.323699, -0.262315, 1.486067], [2.805367, 0.239699, 0.925099], [1.819895, 1.434748, -0.851020], [1.308559, -0.534572, -0.952187]], "forces_ev_per_angstrom": [[0.0, -2.7, -1.0], [0.6, 0.7, -1.8], [-0.1, -0.2, 0.4], [2.1, -0.2, -0.4], [0.3, 0.2, 0.7], [-1.1, 0.2, 0.7], [-3.1, -0.1, 1.4], [0.3, -0.1, -0.2], [0.1, 0.0, 0.0], [0.1, 0.0, 0.0], [0.1, 0.1, 0.0], [-0.1, 0.0, 0.0], [0.0, -0.4, -0.2], [0.7, 2.5, 0.3]], "mulliken_charge": [-0.22, 0.55, -0.43, -0.48, -0.54, -0.54, 0.18, 0.22, 0.25, 0.21, 0.28, 0.21, 0.26, 0.06]}



Copy entry 3 word for word.
{"formula": "C2H8N2O2S", "method": "ωB97M-V with the def2-TZVPD basis set", "total_charge": 0, "de_lowest_kj_mol": 177.26, "fmax_ha_per_bohr": 0.0815, "e_lumo_ha": [0.0322, -0.0616], "multiplicity": 3, "homo_energy_ev": [-5.3946, -9.4527], "orbital_gap_ev": [6.3, 7.8], "species": ["C", "C", "N", "N", "O", "O", "S", "H", "H", "H", "H", "H", "H", "H", "H"], "positions_angstrom": [[-0.271264, -1.245934, -1.544765], [-0.724956, 0.441414, 1.142719], [0.322448, -0.147258, -0.871605], [-0.080658, 1.215022, 2.041426], [2.090670, 1.226426, 0.038439], [2.655029, -0.953269, -1.106841], [1.743039, -0.425721, -0.113478], [0.427321, -1.421767, -2.310758], [-0.479471, -2.065765, -0.809491], [-1.181742, -0.908217, -1.943906], [-1.448559, 0.996800, 0.354207], [-0.719344, -0.700045, 1.201169], [0.606134, 0.735265, 2.643757], [2.694541, 1.183445, -0.758960], [-0.034762, 2.169723, 1.960475]], "forces_ev_per_angstrom": [[0.0, -0.1, 2.2], [-3.8, -0.3, -1.8], [0.1, 0.6, -1.5], [1.1, -2.9, 2.2], [1.3, -2.0, -1.5], [0.9, -0.2, -0.7], [-0.6, 1.2, 1.5], [0.8, -1.4, -1.3], [0.4, 0.1, -1.0], [-1.3, 0.3, -0.6], [1.9, -1.6, 2.2], [0.0, 2.1, 0.2], [-0.6, 0.9, -0.6], [-0.4, 1.1, 0.9], [0.2, 2.2, -0.3]], "mulliken_charge": [-0.75, -0.67, -0.17, -0.33, -0.42, -0.59, 0.63, 0.36, 0.31, 0.27, 0.21, 0.41, 0.23, 0.32, 0.18]}